# C24H25N6O4PtS

A structure of composition C24H25N6O4PtS in a non-equilibrium geometry (ωB97M-V/def2-TZVPD, OMol25).

Its molar mass is 688.6 g/mol. The HOMO-LUMO gap (spin up / spin down) comes out at 5.614 / 4.669 eV. Its spin multiplicity is 3. The expectation value of S² is 2.019. For the HOMO energy (spin up / spin down), the calculation gives -9.2 / -10.3 eV. For the total energy, the calculation gives -2076.33736 a.u. Its total charge is +1. As for the relative energy (zero: lowest compared OMol25 entry of this formula, charge and spin): 6.4 kcal per mole. As for the lowest unoccupied orbital energy (spin up / spin down): -0.133 / -0.205 Ha.

Geometry as XYZ:
```
61
Properties=species:S:1:pos:R:3:forces:R:3
Pt -0.2165 0.1254 -0.2500 -0.05 0.13 -0.55
O 5.0160 0.5882 -0.6457 0.24 0.25 0.37
C 4.7729 -0.2268 -1.6669 -0.25 -0.33 -0.35
C 5.8709 -0.6988 -2.3977 -0.12 0.17 0.12
C 5.6907 -1.5278 -3.4807 -0.12 0.07 0.18
C 4.4119 -1.9401 -3.8493 -0.27 -0.04 -0.06
C 3.3199 -1.5121 -3.1264 0.22 -0.10 -0.12
C 3.4733 -0.6498 -2.0379 0.17 0.09 0.22
C 2.2868 -0.2069 -1.3142 -0.10 0.01 -0.11
O 1.1449 -0.7354 -1.5577 -0.44 -0.07 0.19
N 2.4502 0.7926 -0.4428 1.02 0.52 0.18
N 1.3231 1.1582 0.1431 -0.15 1.52 0.78
C 1.1394 2.2520 0.8497 1.17 -1.06 -0.88
C -0.1675 2.3738 1.4037 -1.56 0.09 0.68
C -0.6032 3.4428 2.2004 0.52 -0.46 -0.47
C -1.8367 3.3854 2.8076 -0.47 -0.57 0.02
C -2.6285 2.2438 2.6448 0.38 0.57 -0.02
C -2.1889 1.2610 1.7824 -0.15 -0.26 0.03
N -1.0231 1.3272 1.1424 0.29 0.75 0.18
H 4.1614 0.8896 -0.2545 0.14 -0.08 -0.26
H 6.8520 -0.3720 -2.0916 0.11 0.03 0.02
H 6.5467 -1.8603 -4.0468 0.10 -0.04 -0.04
H 4.2770 -2.5837 -4.7032 -0.03 -0.09 -0.08
H 2.3206 -1.8220 -3.3897 -0.07 -0.03 -0.06
H 1.9348 2.9612 1.0310 0.05 -0.04 -0.04
H 0.0437 4.2972 2.3212 0.09 0.05 0.09
H -2.1845 4.1986 3.4227 0.00 0.12 0.09
H -3.5730 2.1402 3.1550 -0.05 -0.03 -0.03
H -2.7824 0.3752 1.6005 0.02 -0.01 -0.08
N -6.1806 -2.0074 -3.2624 -0.54 -0.04 -0.21
C -5.0760 -2.6960 -2.9192 0.98 1.39 0.85
S -5.0126 -4.3398 -3.2955 0.02 -1.12 -0.31
C -3.9964 -2.0658 -2.2315 -0.46 -0.38 -0.36
C -2.8050 -2.7632 -1.9215 -0.10 0.06 0.10
C -1.7816 -2.1314 -1.2743 0.03 -0.25 -0.09
N -1.8416 -0.8359 -0.8954 -0.77 -0.45 -0.34
C -2.9759 -0.1580 -1.1747 -0.11 0.09 -0.08
C -4.0404 -0.7120 -1.8263 -0.03 0.02 0.06
H -6.9253 -2.4785 -3.7464 -0.08 0.22 0.02
H -6.2485 -1.0135 -3.1284 0.00 -0.13 -0.10
H -2.7176 -3.7986 -2.2092 0.26 -0.15 0.03
H -0.8550 -2.6439 -1.0484 0.00 0.05 -0.02
H -2.9988 0.8808 -0.8671 0.02 -0.07 -0.06
H -4.9056 -0.0998 -2.0157 -0.04 0.18 0.07
O -0.9808 -2.6110 2.9133 -0.34 0.36 0.38
C -0.0949 -2.7469 1.9552 0.27 -0.61 -0.30
O 0.3523 -1.8285 1.3088 0.05 -0.35 0.37
C 0.3359 -4.2138 1.7247 0.06 0.53 -0.11
N -0.2496 -5.0015 2.8041 -0.30 -0.41 -0.06
C 0.8218 -5.4947 3.6781 0.22 -0.19 0.39
C 2.0329 -4.6214 3.3484 -0.15 -0.11 -0.03
C 1.8608 -4.3326 1.8574 -0.05 0.02 0.06
H -0.0191 -4.5076 0.7300 0.00 0.03 0.17
H -0.8596 -5.7423 2.4863 0.11 0.04 -0.06
H -1.0803 -3.5312 3.3050 0.16 0.17 -0.35
H 1.0393 -6.5479 3.4778 0.01 0.03 0.01
H 0.5165 -5.4000 4.7222 0.09 -0.10 -0.04
H 2.9677 -5.1242 3.5824 0.04 0.04 0.02
H 1.9909 -3.6933 3.9186 0.02 0.06 0.04
H 2.2413 -5.1537 1.2509 -0.06 -0.06 -0.01
H 2.3530 -3.4159 1.5413 0.02 -0.02 -0.07
```
Positions in Å, forces in eV/Å.

Here are the natural (NBO) charges for atoms 1 to 6, given in e:
1. Pt 0.945
2. O -0.666
3. C 0.378
4. C -0.280
5. C -0.143
6. C -0.265